Entry 1:
{"formula": "C22H38BN4O18V", "method": "the ωB97M-V functional and the def2-TZVPD basis", "symbols": ["O", "V", "O", "N", "O", "O", "O", "N", "O", "O", "O", "O", "C", "O", "B", "O", "C", "O", "O", "C", "O", "C", "O", "O", "C", "C", "C", "C", "C", "C", "N", "O", "C", "C", "C", "H", "H", "H", "H", "H", "H", "H", "H", "H", "H", "H", "H", "H", "H", "H", "H", "H", "H", "H", "C", "C", "C", "C", "C", "C", "N", "O", "C", "C", "C", "H", "H", "H", "H", "H", "H", "H", "H", "H", "H", "H", "H", "H", "H", "H", "H", "H", "H", "H"], "xyz": [[-21.256, -3.283, 5.185], [-22.130, -3.202, 3.923], [-22.605, -1.681, 3.817], [-23.651, -6.144, 3.978], [-22.772, -5.230, 4.078], [-23.363, -7.175, 3.372], [-24.723, -6.013, 4.563], [-19.748, -2.954, 1.515], [-20.639, -3.305, 2.339], [-18.711, -3.617, 1.440], [-19.941, -1.984, 0.777], [-23.649, -3.587, 2.013], [-24.431, -3.482, 1.108], [-24.273, -2.755, 0.035], [-25.458, -2.845, -0.841], [-26.348, -3.791, -0.148], [-25.797, -4.203, 0.979], [-26.240, -4.992, 1.745], [-25.129, -3.322, -2.195], [-25.652, -2.500, -3.095], [-25.651, -2.644, -4.280], [-26.284, -1.309, -2.321], [-26.050, -1.513, -1.038], [-26.845, -0.393, -2.824], [-27.069, -3.055, 6.131], [-26.186, -2.053, 5.357], [-26.813, -0.662, 5.386], [-26.623, 0.052, 6.703], [-25.128, 0.226, 6.974], [-24.408, -1.136, 7.009], [-24.827, -1.975, 5.887], [-24.171, -3.217, 5.804], [-22.924, -0.833, 6.839], [-24.633, -1.826, 8.375], [-26.098, -2.503, 3.897], [-26.596, -4.037, 6.155], [-28.014, -3.217, 5.601], [-27.365, -2.614, 7.086], [-26.400, -0.073, 4.564], [-27.876, -0.815, 5.172], [-27.079, -0.466, 7.554], [-27.106, 1.036, 6.678], [-25.032, 0.661, 7.971], [-24.677, 0.894, 6.243], [-22.565, -0.334, 7.755], [-22.296, -1.728, 6.794], [-22.684, -0.241, 5.964], [-25.540, -2.425, 8.454], [-23.799, -2.502, 8.590], [-24.626, -1.066, 9.160], [-25.952, -3.577, 3.778], [-25.241, -2.013, 3.425], [-26.959, -2.146, 3.323], [-24.530, -3.714, 6.553], [-21.056, -2.313, 10.361], [-19.758, -1.572, 10.685], [-18.837, -2.542, 11.425], [-18.023, -3.447, 10.498], [-17.371, -2.653, 9.368], [-18.301, -1.741, 8.576], [-19.112, -0.978, 9.528], [-19.914, -0.002, 8.920], [-17.457, -0.708, 7.840], [-19.110, -2.584, 7.580], [-20.062, -0.434, 11.670], [-20.939, -3.175, 9.699], [-21.693, -1.699, 9.700], [-21.704, -2.556, 11.200], [-18.079, -2.067, 12.058], [-19.432, -3.170, 12.092], [-18.650, -4.215, 10.033], [-17.218, -3.937, 11.047], [-16.855, -3.369, 8.724], [-16.551, -2.054, 9.789], [-16.773, -0.218, 8.534], [-16.823, -1.175, 7.078], [-18.075, 0.026, 7.328], [-18.502, -3.215, 6.932], [-19.753, -3.302, 8.093], [-19.758, -1.940, 6.983], [-19.145, -0.114, 12.167], [-20.768, -0.762, 12.439], [-20.479, 0.461, 11.210], [-20.689, -0.474, 8.574]], "mulliken_charge": [-0.600, 1.623, -0.476, 0.854, -0.399, -0.673, -0.576, 0.832, -0.606, -0.610, -0.598, -0.308, 0.567, -0.557, 1.113, -0.614, 0.610, -0.583, -0.492, 0.604, -0.615, 0.584, -0.484, -0.613, -1.946, 1.857, -1.218, -0.771, -1.197, 1.541, 0.550, -0.037, -1.918, -1.752, -2.118, 0.363, 0.465, 0.413, 0.463, 0.466, 0.318, 0.390, 0.440, 0.394, 0.523, 0.396, 0.318, 0.252, 0.389, 0.417, 0.332, 0.365, 0.283, 0.201, -1.842, 1.823, -1.185, -0.647, -1.294, 2.012, 0.180, -0.540, -2.207, -1.740, -2.026, 0.343, 0.370, 0.500, 0.416, 0.354, 0.317, 0.434, 0.397, 0.401, 0.479, 0.389, 0.387, 0.511, 0.272, 0.351, 0.420, 0.381, 0.364, 0.222], "multiplicity": 1, "charge": -2, "orbital_gap_ev": 7.706, "e_lumo_ha": 0.12899, "e_above_lowest_kj_mol": 0.0, "homo_ev": -4.2}

***

Entry 2:
{"formula": "C3H8N2O", "method": "the ωB97M-V functional and the def2-TZVPD basis", "symbols": ["C", "C", "N", "C", "O", "N", "H", "H", "H", "H", "H", "H", "H", "H"], "xyz": [[-1.725, 0.929, -0.389], [1.051, -1.590, -0.020], [0.229, 0.241, 1.424], [0.301, -0.308, 0.179], [1.258, 1.024, -0.406], [-1.042, -0.292, -0.042], [2.201, 0.797, -0.397], [-0.142, 1.191, 1.395], [-1.304, 1.863, -0.002], [-1.753, 1.027, -1.480], [-2.767, 0.863, -0.059], [0.458, -2.439, 0.326], [1.977, -1.572, 0.555], [1.258, -1.733, -1.081]], "mulliken_charge": [-0.694, -1.355, -0.560, 1.203, -0.647, -0.381, 0.277, 0.327, 0.265, 0.256, 0.303, 0.359, 0.342, 0.305], "multiplicity": 1, "orbital_gap_ev": [8.861, 8.921], "e_lumo_ha": [-0.01619, -0.02330], "e_above_lowest_kj_mol": 528.9, "homo_ev": [-9.3, -9.6]}

***

Entry 3:
{"formula": "C2H10NO3", "method": "the ωB97M-V functional and the def2-TZVPD basis", "symbols": ["C", "N", "C", "O", "H", "H", "H", "H", "H", "H", "H", "H", "O", "H", "H", "O"], "xyz": [[1.911, -0.090, -1.059], [0.553, -0.653, -1.291], [-0.500, 0.093, -0.496], [-0.526, 0.010, 0.953], [2.305, -0.056, 0.027], [2.665, -0.521, -1.666], [1.827, 0.882, -1.434], [0.384, -1.520, -0.796], [-0.343, 1.190, -0.773], [-1.526, -0.141, -0.876], [-1.456, 2.509, 2.169], [-0.783, 1.939, 0.996], [-1.419, 2.709, 1.259], [-0.570, -1.330, 1.095], [-1.758, -2.585, 0.852], [-0.763, -2.439, 1.039]], "mulliken_charge": [-0.798, -0.429, -0.533, -0.844, 0.212, 0.361, 0.311, 0.326, 0.357, 0.206, 0.278, 0.441, -0.682, 0.364, 0.240, -0.810], "multiplicity": 1, "charge": -1, "orbital_gap_ev": 8.357, "e_lumo_ha": 0.15419, "e_above_lowest_kj_mol": 108.4, "homo_ev": -4.2}

***

Entry 4:
{"formula": "C4H12BrLiO4", "method": "the ωB97M-V functional and the def2-TZVPD basis", "symbols": ["Li", "Br", "C", "C", "O", "O", "H", "H", "H", "H", "H", "H", "C", "C", "O", "O", "H", "H", "H", "H", "H", "H"], "xyz": [[0.301, 12.501, -9.325], [-1.126, 12.892, -11.314], [-5.292, 12.831, -10.851], [-6.718, 12.654, -11.360], [-6.704, 11.873, -12.556], [-4.617, 13.692, -11.754], [-4.847, 11.836, -10.780], [-5.310, 13.240, -9.830], [-7.209, 13.608, -11.547], [-7.252, 12.072, -10.606], [-6.392, 12.452, -13.259], [-3.669, 13.520, -11.661], [0.747, 7.688, -11.720], [0.723, 9.180, -11.564], [-0.496, 9.642, -12.166], [0.035, 7.064, -10.651], [1.771, 7.282, -11.746], [0.344, 7.372, -12.687], [1.573, 9.645, -12.070], [0.687, 9.462, -10.506], [-0.597, 10.592, -11.978], [0.034, 6.121, -10.828]], "mulliken_charge": [0.857, -0.858, -0.198, -0.492, -0.531, -0.452, 0.267, 0.280, 0.284, 0.315, 0.312, 0.150, -0.449, -0.180, -0.406, -0.529, 0.315, 0.293, 0.297, 0.146, 0.279, 0.298], "multiplicity": 1, "orbital_gap_ev": 7.993, "e_lumo_ha": -0.05575, "e_above_lowest_kj_mol": 24.6, "homo_ev": -9.5}

***

Entry 5:
{"formula": "C5H15N2", "method": "the ωB97M-V functional and the def2-TZVPD basis", "symbols": ["C", "C", "C", "C", "C", "N", "N", "H", "H", "H", "H", "H", "H", "H", "H", "H", "H", "H", "H", "H", "H", "H"], "xyz": [[-0.277, -1.163, 2.495], [0.572, -0.505, 1.419], [0.232, 0.990, 1.223], [0.735, 1.588, -0.119], [-0.335, 1.447, -1.290], [-1.013, 0.241, -1.343], [0.152, -2.014, -2.486], [-1.333, -1.142, 2.217], [-0.167, -0.688, 3.466], [-0.029, -2.222, 2.597], [0.381, -0.952, 0.447], [0.668, 1.530, 2.061], [-0.866, 1.085, 1.247], [1.655, 1.071, -0.409], [0.920, 2.653, -0.008], [-1.009, 2.302, -1.188], [0.231, 1.586, -2.235], [-2.007, 0.411, -1.581], [-0.801, -1.914, -2.156], [0.400, -1.054, -2.714], [0.252, -2.644, -3.273], [1.639, -0.605, 1.630]], "mulliken_charge": [-1.335, -0.080, -0.883, -0.477, -0.512, -0.082, -0.518, 0.337, 0.336, 0.375, 0.185, 0.461, 0.342, 0.380, 0.350, 0.476, 0.322, 0.302, 0.248, 0.181, 0.269, 0.322], "multiplicity": 1, "charge": 1, "orbital_gap_ev": 5.080, "e_lumo_ha": -0.33468, "e_above_lowest_kj_mol": 565.0, "homo_ev": -14.2}

***

The records above yield maximum force values of 3.16; 4.20; 2.82; 1.52; 2.48 eV/Å, respectively.